# 1
The following is a quantum chemistry calculation of a cluster of 7 separate species, C28H36F2IN6OS in total, from OMol25.

Values from the calculation:
Charge: +1
E_HOMO (eV): -9.552

Geometry as XYZ:
```
75
C28H36F2IN6OS, DFT ωB97M-V/def2-TZVPD
I -0.97416 -6.03896 0.26380
S 0.34003 -4.09851 0.77065
F 3.12914 -3.94134 3.56966
F -1.34777 -2.19921 -0.11284
O 3.17681 -4.25974 1.39844
N 1.70487 -1.66296 -5.80150
N -0.11009 7.43273 0.43438
N -0.63856 -8.90365 2.38207
N 3.56566 3.56448 -0.96165
N -4.40486 2.97042 1.51784
N -0.67327 0.85672 -0.07655
C -5.52098 2.72879 2.27495
C 0.57114 6.72347 -0.51839
C 2.58972 -4.18096 2.38662
C 0.29988 8.83803 -1.22761
C -0.27482 8.72366 0.01065
C -1.04412 1.93267 0.69139
C 0.72402 -1.03881 -5.07922
C -0.86894 -10.99419 3.07410
C -0.75032 -2.59353 1.03802
C 0.58643 -9.50519 2.22551
C -0.67196 3.07245 0.03206
C -1.80146 -2.88282 2.16311
C 2.15139 -2.76204 -5.11884
C 0.47373 -10.80047 2.64976
C 1.04464 -4.35741 2.45616
C 4.94191 4.71180 -2.26382
C 0.54862 -1.74482 -3.91757
C -0.04817 2.67647 -1.18014
C 0.83674 7.56805 -1.56415
C 4.74744 2.87339 -0.98628
C -1.53119 -9.81062 2.89556
C 5.62064 3.55915 -1.78905
C 3.67845 4.68887 -1.73444
C -0.06174 1.30764 -1.22019
C 1.45026 -2.83266 -3.94520
C -6.27696 3.87084 2.28696
C -5.58984 4.84119 1.51105
C -4.43810 4.25777 1.05301
H -3.67455 2.30745 1.33213
H 1.57011 -3.58496 -3.18095
H 1.42686 -8.95874 1.82820
H -5.90501 5.85269 1.31259
H -1.54790 -2.28145 3.05146
H 0.67677 -3.56872 3.14310
H 0.75002 -5.33804 2.86238
H -1.53894 1.79088 1.63930
H 5.33642 5.47173 -2.91872
H 2.85183 5.37202 -1.84091
H -0.43781 7.06414 1.30936
H -0.82844 4.08072 0.38046
H 2.74238 3.28902 -0.45459
H 2.92375 -3.39305 -5.52575
H 4.86349 1.95592 -0.43304
H 0.36378 3.32397 -1.93817
H -0.78593 9.44632 0.62485
H -0.15098 -1.50728 -3.13098
H -0.84663 -7.94949 2.15506
H -5.67988 1.76804 2.73670
H 0.33251 9.73377 -1.82618
H 0.80572 5.68194 -0.36960
H 1.26548 -11.53167 2.65511
H -0.82766 -0.10563 0.16179
H 0.30899 0.61617 -1.96000
H -0.05115 -1.82578 1.42977
H 1.35926 7.30558 -2.47032
H -1.85223 -3.95781 2.40610
H 0.24096 -0.15058 -5.45132
H -2.81143 -2.61175 1.80438
H -7.21866 3.99748 2.79608
H -1.29831 -11.90183 3.46558
H 6.63454 3.26739 -2.01064
H -3.64235 4.64438 0.43737
H -2.55456 -9.53345 3.08853
H 2.04532 -1.36007 -6.69744
```

Atom charges from the Mulliken analysis, given in e for atoms 1 to 6:
1 I 0.288
2 S 0.076
3 F -0.201
4 F -0.272
5 O -0.340
6 N 0.035


# 2
The following is a quantum chemistry calculation of a cluster of 12 separate species, C28H36F8N4O32 in total, from OMol25.

Values from the calculation:
ΔE to the lowest compared entry with this formula, charge and spin (kJ/mol): 0.0
E_HOMO (eV): -10.025
SMILES: O=C1OC[C@@H](F)O1.O=C1OC[C@@H](F)O1.O=C1OC[C@@H](F)O1.O=C1OC[C@@H](F)O1.O=C1OC[C@@H](F)O1.O=C1OC[C@@H](F)O1.O=C1OC[C@@H](F)O1.O=C1OC[C@@H](F)O1.C[N+](=O)[O-].C[N+](=O)[O-].C[N+](=O)[O-].C[N+](=O)[O-]

Geometry as XYZ:
```
108
C28H36F8N4O32, DFT ωB97M-V/def2-TZVPD
F -2.57945 0.75625 2.03731
F -1.72333 1.80440 -5.92576
F -5.26032 -2.96721 -3.31846
F 1.55213 -4.49132 1.82344
F -6.55902 -0.10779 -0.07053
F -1.51784 6.25932 -3.50286
F 6.06078 0.84614 5.62949
F 2.42241 0.36172 -5.13421
O 1.36147 0.62817 1.90588
O -0.01038 2.91182 -1.91916
O -4.49840 0.63612 -0.51299
O -2.69821 1.33410 -1.68027
O -1.70476 -1.48807 -1.13632
O -1.71932 -2.26189 -5.45892
O 0.98531 1.49718 5.92526
O -4.48588 -1.10406 4.23527
O -3.25273 -0.87111 6.11109
O 1.96834 -5.35617 -0.18525
O 4.63623 4.55717 -1.55002
O -0.37164 -0.59697 -4.75984
O 5.60062 -0.79125 4.14617
O 2.25565 -1.92047 -1.95678
O 3.93791 -1.40287 -3.34181
O 1.01917 -7.15771 -1.15670
O -2.89365 -3.37010 -0.89310
O -2.50552 -0.08024 4.12123
O -0.10302 -2.85415 6.09741
O -1.26681 4.52753 -1.01547
O 2.48027 4.65133 -1.67543
O 0.70407 -1.35607 1.43206
O -2.52641 -0.17370 -5.05068
O 1.80149 -3.85594 6.05684
O -1.50361 4.05030 -3.17519
O 2.94730 0.61049 5.94821
O 3.78326 -0.66496 2.77035
O 2.44088 0.16020 -2.83853
O -3.36764 -1.98829 -2.58145
O -4.75482 1.37066 -2.58581
O 5.36109 0.93070 2.76072
O -0.23818 -5.43702 -0.42907
N 3.51828 4.14140 -1.31236
N 1.01959 -3.01849 5.66083
N 2.14754 1.44804 5.58168
N 0.86775 -0.18479 1.15197
C 4.35647 -0.21908 -4.01060
C -2.23911 5.22043 -2.99522
C -1.54502 -1.13811 -5.12968
C 0.05086 -4.12757 0.01091
C -2.91500 -0.32722 2.78372
C -3.98595 -3.20923 -2.91899
C -5.89087 0.91945 -0.62086
C -1.92474 1.05213 -4.78795
C -6.05073 0.99150 -2.13431
C 2.78710 -1.16235 -2.69377
C -3.96642 -3.98090 -1.60499
C -0.63007 0.65990 -4.13477
C 6.53941 0.15081 4.55788
C 1.48625 -4.20338 0.48382
C 2.59834 2.37865 4.49435
C -3.38340 -0.69659 4.95538
C -3.86288 1.15605 -1.57720
C 1.46869 -2.13421 4.55137
C 3.09141 0.66140 -3.97813
C -4.41703 -0.44183 2.99104
C -0.85300 3.73386 -2.01464
C 3.40212 2.90425 -0.48438
C 0.93160 -6.09520 -0.63971
C 4.78309 -0.22782 3.21009
C -2.34343 5.34145 -1.47360
C 0.37765 0.31234 -0.16215
C -2.55847 -2.21868 -1.51157
C 6.66182 1.03008 3.32639
H 2.12181 -3.35797 0.25310
H -3.45522 -3.69456 -3.73694
H -6.38467 0.04506 -2.57071
H 7.39728 0.63783 2.62129
H -2.25753 6.36730 -1.13081
H 0.14398 1.41903 -4.17336
H 6.93052 2.05871 3.55596
H 7.46859 -0.32299 4.86591
H -6.79769 1.69738 -2.50223
H -3.20234 5.14509 -3.49079
H -0.69111 0.48318 -0.07330
H -3.80301 -5.04762 -1.73931
H 1.26635 -2.53701 3.56609
H 0.90165 1.22616 -0.38437
H -6.09100 1.86696 -0.11985
H 4.13205 2.18211 -0.83957
H -0.59270 -3.81168 0.82974
H 2.77267 1.69129 3.67029
H -0.05703 -3.39590 -0.79013
H 4.64893 -0.44713 -5.03278
H 2.38812 2.54970 -0.59933
H 0.57441 -0.52112 -0.82797
H 1.73172 2.98818 4.26415
H -4.90847 -3.85393 -1.06793
H -0.75531 0.43568 -3.07245
H 3.66905 3.17836 0.53215
H -5.01833 -0.92456 2.22928
H -4.72059 0.61202 3.07395
H -2.55288 1.67157 -4.15559
H 2.53359 -1.99687 4.69850
H 5.22614 0.20371 -3.50331
H -3.27331 4.90227 -1.10567
H 3.36715 1.70924 -3.92438
H 0.94296 -1.19613 4.70786
H -2.40609 -1.20300 2.37843
H 3.45103 2.92714 4.87330
```

Atom charges from the Mulliken analysis, given in e for atoms 1 to 6:
1 F -0.328
2 F -0.395
3 F -0.345
4 F -0.357
5 F -0.292
6 F -0.307


# 3
The following is a quantum chemistry calculation of a structure of composition C28H36MnN4O7SSe, from OMol25.

Values from the calculation:
Charge: +1
ΔE to the lowest compared entry with this formula, charge and spin (kJ/mol): 133.5
E_HOMO (alpha / beta) (eV): -10.314 / -10.643
⟨S²⟩: 6.029
2S+1: 5

Geometry as XYZ:
```
78
C28H36MnN4O7SSe, DFT ωB97M-V/def2-TZVPD
Se -3.70122 0.77533 0.23167
Mn -0.26892 0.91703 0.38987
S -0.15432 -2.28337 1.56417
O -3.87682 2.34263 0.37677
O -4.32602 0.12813 -1.04963
O -1.96972 0.62213 0.04677
O -0.16952 -1.27437 0.43617
O -0.01832 1.04663 -1.47953
O 1.58248 0.70383 0.51817
O -3.93462 -0.04497 1.57707
N -0.36742 0.88723 2.38867
N -0.53072 2.83543 0.48827
N 0.05768 -0.74237 -3.38563
N 2.82918 -0.76577 -1.40823
C -0.50552 -3.90417 0.76167
C -2.61492 4.54193 -5.04563
C -1.04972 3.49743 -0.49603
C -1.75132 2.93383 2.58737
C 0.61598 0.55683 3.16737
C -1.91472 3.60893 -4.11503
C -0.75882 1.49623 -3.68563
C 1.86008 -0.00867 2.75707
C -1.54702 1.45773 3.00197
C 0.59038 -2.00987 -3.79563
C -0.56422 3.48633 1.78987
C 2.71718 -0.59167 3.70857
C 4.15558 -1.39137 1.98257
C -2.44202 -3.65367 2.18097
C 2.23178 -0.00387 1.38097
C 3.34378 -0.82357 0.97427
C -1.81232 3.92623 -2.76713
C 3.55988 -1.16757 -0.36913
C -1.18302 3.07363 -1.84913
C -0.30482 0.25523 -4.16963
C -1.37002 2.41603 -4.55923
C 3.88228 -1.24947 3.33257
C 4.77818 -1.85557 4.36707
C 1.67888 -2.45137 -2.81613
C -0.65352 1.82443 -2.28723
C 2.82848 -1.42197 -2.68973
C -1.79192 -2.28917 2.40637
C -1.32802 -4.62737 1.80877
H 2.07098 -0.11697 -1.20443
H -2.50292 4.22193 -6.07593
H -0.08442 -0.60397 -2.38263
H 4.84308 -1.21777 5.24337
H -1.47552 1.38293 4.09137
H 2.45198 -0.54087 4.75417
H -0.25872 0.08663 -5.23813
H 5.00938 -1.97357 1.67257
H -1.07642 -3.70507 -0.14273
H -0.68832 4.56773 1.66677
H -2.97322 -3.97557 3.07567
H -3.67632 4.57723 -4.80313
H 1.22848 -2.58607 -1.83013
H -1.89742 3.54733 3.47527
H 4.38688 -2.81967 4.68707
H -2.24052 4.85153 -2.40893
H -3.16522 -3.59107 1.36747
H 2.72748 -0.66147 -3.46813
H 0.48278 0.67283 4.24537
H -0.70282 -4.83487 2.67877
H -1.72292 -5.57137 1.43527
H 5.77788 -2.01227 3.97497
H -2.22162 5.55023 -4.93613
H 3.79218 -1.91667 -2.82443
H -2.40712 -1.47177 2.02207
H 0.38718 3.30163 2.30147
H -1.41572 4.50413 -0.29203
H 0.43198 -4.39707 0.51687
H 0.98928 -1.92457 -4.81013
H 4.35738 -1.86497 -0.59083
H 2.06948 -3.41567 -3.13903
H -2.41982 0.88153 2.67347
H -0.20482 -2.76487 -3.81073
H -1.45802 2.14843 -5.60113
H -1.57142 -2.11167 3.45847
H -2.64512 3.01053 1.96157
```

Atom charges from the Mulliken analysis, given in e for atoms 1 to 6:
1 Se 1.080
2 Mn 0.831
3 S 0.358
4 O -0.710
5 O -0.732
6 O -0.577


no.,strongest force on any atom (hartree/bohr)
1,0.0509
2,0.0482
3,0.0706